(1)
Entry from OMol25: C9H36FeO17S2 as an isolated structure (ωB97M-V/def2-TZVPD).

The total energy is -3703.59914 Eh. As for the expectation value of S²: 8.7639. The relative energy (zero: lowest compared OMol25 entry of this formula, charge and spin) comes out at 430.2 kJ/mol. For the HOMO-LUMO gap (alpha / beta), the calculation gives 6.5815 / 3.9641 eV. As for the largest force on an atom: 0.1888 Eh/bohr. As for the net charge: -1. Its spin multiplicity is 6. The HOMO energy (alpha / beta) is -4.647 / -4.439 eV. Its lowest unoccupied orbital energy (alpha / beta) is 1.9342 / -0.4746 eV.

Last column: Mulliken charge in e.
Cartesian coordinates (Å):
Fe1 6.45 11.26 16.39  0.525
S1 6.35 13.84 14.24  1.106
O1 5.17 14.28 13.56  -0.677
O2 6.11 12.73 15.18  -0.347
O3 7.49 13.52 13.35  -0.712
O4 7.07 14.92 14.93  -0.709
S2 5.02 9.13 17.04  1.282
O5 4.92 7.85 16.32  0.539
O6 4.25 9.23 18.28  -0.106
O7 6.43 9.51 17.26  -0.717
O8 4.77 10.31 16.20  -0.776
C1 2.11 6.13 17.69  -0.473
O9 3.46 5.83 17.44  -0.527
H1 1.96 7.06 18.24  0.114
H2 1.52 6.15 16.76  0.193
H3 1.67 5.29 18.22  0.310
H4 3.94 6.61 17.09  0.221
C2 3.13 7.82 21.02  -0.678
O10 4.26 8.64 20.79  -0.654
H5 3.08 7.55 22.08  0.320
H6 2.18 8.28 20.76  0.289
H7 3.23 6.90 20.44  0.202
H8 4.20 8.99 19.86  0.430
C3 6.88 5.35 14.96  -0.695
O11 7.03 6.06 16.16  -0.557
H9 6.96 6.02 14.08  0.225
H10 7.58 4.54 14.77  0.300
H11 5.86 4.95 14.87  0.233
H12 6.37 6.76 16.18  0.199
C4 2.55 6.92 13.96  -0.407
O12 3.88 7.37 13.83  -0.580
H13 1.94 7.56 14.61  -0.006
H14 2.10 6.89 12.97  0.324
H15 2.51 5.93 14.43  0.222
H16 4.25 7.59 14.70  0.069
C5 4.15 12.55 17.94  -0.660
O13 5.57 12.46 17.75  -0.035
H17 3.72 11.68 18.44  0.190
H18 3.85 13.45 18.49  0.473
H19 3.68 12.70 16.97  0.212
H20 5.93 13.02 18.45  0.226
C6 6.39 9.82 13.60  -0.655
O14 7.19 10.26 14.69  -0.120
H21 6.97 9.77 12.67  0.446
H22 5.97 8.83 13.78  0.136
H23 5.55 10.48 13.40  0.210
H24 8.01 9.77 14.59  0.179
C7 6.90 6.83 19.27  -0.003
O15 6.72 7.16 20.65  -0.639
H25 5.92 6.55 18.87  -0.001
H26 7.30 7.67 18.70  -0.010
H27 7.58 6.00 19.08  0.371
H28 5.86 7.60 20.77  0.374
C8 1.27 9.88 16.70  -0.378
O16 1.58 9.85 18.08  -0.586
H29 0.33 10.42 16.51  0.407
H30 2.02 10.34 16.05  0.136
H31 1.05 8.85 16.38  0.079
H32 2.53 9.60 18.14  0.175
C9 6.97 10.68 20.11  -0.304
O17 7.87 11.19 19.11  -0.524
H33 7.38 10.72 21.12  0.389
H34 6.00 11.17 20.03  0.104
H35 6.81 9.63 19.88  0.036
H36 8.74 10.79 19.20  0.294

(2)
Entry from OMol25: a 9-piece molecular cluster, C9H36N18O9 overall (ωB97M-V/def2-TZVPD).

The total energy is -2027.63628 Eh. The relative energy (zero: lowest compared OMol25 entry of this formula, charge and spin) comes out at 225.8 kJ/mol. For the HOMO-LUMO gap, the calculation gives 9.3228 eV. As for the SMILES: NC(N)=O.NC(N)=O.NC(N)=O.NC(N)=O.NC(N)=O.NC(N)=O.NC(N)=O.NC(N)=O.NC(N)=O. As for the largest force on an atom: 0.0716 Eh/bohr. The HOMO energy is -9.042 eV. Its lowest unoccupied orbital energy is 0.2808 eV.

Last column: Mulliken charge in e.
Cartesian coordinates (Å):
C1 3.37 2.95 -2.51  0.635
O1 2.72 3.43 -3.42  -0.658
N1 4.58 3.33 -2.22  -0.366
N2 3.06 1.85 -1.79  -0.024
H1 5.02 4.10 -2.70  0.220
H2 4.96 2.83 -1.43  0.147
H3 3.75 1.48 -1.17  0.147
H4 2.28 1.29 -2.12  -0.021
C2 -0.33 -3.88 1.28  0.855
O2 0.31 -4.48 0.42  -0.693
N3 -0.56 -4.29 2.52  -0.455
N4 -1.09 -2.81 1.10  -0.043
H5 -0.85 -3.66 3.24  0.159
H6 -0.20 -5.20 2.76  0.242
H7 -1.75 -2.49 1.79  0.151
H8 -1.13 -2.39 0.19  -0.197
C3 -2.09 -3.32 -2.89  0.634
O3 -2.79 -2.78 -2.03  -0.679
N5 -2.37 -3.42 -4.17  -0.395
N6 -1.00 -4.01 -2.59  -0.254
H9 -1.89 -4.06 -4.78  0.185
H10 -3.10 -2.78 -4.44  0.267
H11 -0.71 -3.94 -1.62  0.070
H12 -0.56 -4.51 -3.34  0.182
C4 2.27 3.29 2.54  0.695
O4 1.36 3.39 1.74  -0.636
N7 2.70 4.28 3.34  -0.430
N8 3.01 2.18 2.63  -0.328
H13 2.32 5.22 3.40  0.235
H14 3.55 4.07 3.83  0.129
H15 3.73 2.05 3.32  0.185
H16 2.89 1.46 1.93  0.148
C5 2.70 -1.64 0.88  0.364
O5 3.56 -2.34 1.39  -0.754
N9 1.54 -1.39 1.51  0.280
N10 2.85 -0.99 -0.28  -0.080
H17 0.70 -0.97 1.14  -0.256
H18 1.43 -1.72 2.46  0.128
H19 3.71 -0.82 -0.77  0.217
H20 2.03 -0.46 -0.59  0.264
C6 -0.28 -0.05 -4.67  0.659
O6 0.28 1.02 -4.91  -0.651
N11 0.27 -1.27 -4.76  -0.366
N12 -1.57 -0.01 -4.36  -0.414
H21 1.27 -1.33 -4.83  0.213
H22 -0.11 -2.17 -4.54  0.207
H23 -1.94 0.90 -4.12  0.201
H24 -1.96 -0.90 -4.11  0.119
C7 -4.04 1.79 1.64  0.589
O7 -3.02 1.53 1.02  -0.889
N13 -4.31 1.22 2.84  -0.325
N14 -5.06 2.43 1.02  -0.431
H25 -5.27 1.25 3.14  0.187
H26 -3.71 0.46 3.15  0.235
H27 -5.97 2.46 1.46  0.165
H28 -5.03 2.80 0.08  0.219
C8 -0.94 0.41 3.69  0.716
O8 -2.09 0.01 3.95  -0.803
N15 0.24 -0.07 4.15  -0.388
N16 -0.77 1.47 2.94  -0.129
H29 0.29 -0.91 4.70  0.238
H30 1.07 0.32 3.74  0.164
H31 -1.57 1.63 2.34  -0.104
H32 0.10 1.88 2.63  0.275
C9 -0.30 0.61 -0.78  0.737
O9 0.68 0.12 -1.36  -1.090
N17 -0.27 1.78 -0.18  0.044
N18 -1.48 -0.03 -0.80  0.127
H33 0.50 2.40 -0.33  0.163
H34 -1.19 2.08 0.11  0.088
H35 -2.25 0.33 -0.26  0.139
H36 -1.58 -0.98 -1.13  -0.162

(3)
Entry from OMol25: a 9-piece molecular cluster, C9H36N18O9 overall (ωB97M-V/def2-TZVPD).

The total energy is -2027.70262 Eh. The relative energy (zero: lowest compared OMol25 entry of this formula, charge and spin) comes out at 51.6 kJ/mol. For the HOMO-LUMO gap, the calculation gives 9.5942 eV. As for the SMILES: NC(N)=O.NC(N)=O.NC(N)=O.NC(N)=O.NC(N)=O.NC(N)=O.NC(N)=O.NC(N)=O.NC(N)=O. As for the largest force on an atom: 0.0343 Eh/bohr. The HOMO energy is -9.585 eV. Its lowest unoccupied orbital energy is 0.0093 eV.

Last column: Mulliken charge in e.
Cartesian coordinates (Å):
C1 2.32 4.22 0.12  0.396
O1 2.13 5.14 0.90  -0.689
N1 2.39 4.44 -1.22  -0.331
N2 2.44 2.91 0.48  -0.275
H1 2.47 3.80 -2.00  0.310
H2 2.35 5.41 -1.48  0.182
H3 2.55 2.17 -0.19  0.140
H4 2.32 2.75 1.47  0.183
C2 0.30 -1.78 3.71  0.406
O2 1.36 -2.17 3.22  -0.643
N3 -0.37 -0.68 3.27  -0.240
N4 -0.34 -2.45 4.70  -0.410
H5 -1.06 -0.21 3.83  0.191
H6 -0.01 -0.10 2.53  0.090
H7 0.13 -3.27 5.04  0.264
H8 -1.24 -2.15 5.02  0.158
C3 -1.84 3.20 0.34  0.567
O3 -2.34 2.13 0.67  -0.700
N5 -2.49 4.38 0.51  -0.408
N6 -0.67 3.30 -0.38  -0.284
H9 -2.04 5.23 0.20  0.155
H10 -3.35 4.45 1.02  0.240
H11 -0.34 4.22 -0.61  0.176
H12 -0.03 2.55 -0.20  0.008
C4 -5.37 -0.55 -0.08  0.549
O4 -5.89 -1.46 -0.71  -0.670
N7 -4.05 -0.25 -0.19  -0.027
N8 -6.04 0.16 0.87  -0.376
H13 -3.52 -0.80 -0.84  0.056
H14 -3.66 0.56 0.26  0.217
H15 -7.02 -0.02 0.99  0.213
H16 -5.59 0.63 1.64  0.176
C5 -0.94 -4.06 1.00  0.626
O5 -1.55 -2.98 1.03  -0.834
N9 -1.13 -4.93 -0.02  -0.412
N10 -0.18 -4.50 2.03  -0.201
H17 -0.73 -5.85 0.02  0.157
H18 -1.81 -4.69 -0.72  0.254
H19 -0.23 -3.95 2.86  0.169
H20 0.04 -5.48 2.07  0.192
C6 4.03 -4.48 2.47  0.478
O6 4.74 -5.35 1.98  -0.679
N11 3.15 -3.78 1.68  -0.224
N12 4.14 -4.02 3.73  -0.326
H21 2.67 -2.97 2.02  0.360
H22 3.03 -4.14 0.76  0.158
H23 4.74 -4.53 4.35  0.196
H24 3.63 -3.21 4.03  0.205
C7 3.49 2.30 -3.85  0.727
O7 4.40 1.59 -3.46  -0.649
N13 3.62 3.31 -4.75  -0.379
N14 2.22 2.15 -3.33  -0.244
H25 2.91 4.01 -4.89  0.179
H26 4.50 3.40 -5.22  0.229
H27 1.43 2.66 -3.69  0.198
H28 2.02 1.29 -2.85  -0.003
C8 0.83 -0.28 -0.42  0.349
O8 1.13 0.74 -1.05  -0.530
N15 1.70 -0.99 0.34  -0.058
N16 -0.46 -0.67 -0.34  0.161
H29 2.69 -0.82 0.35  0.270
H30 1.38 -1.81 0.83  -0.190
H31 -0.84 -1.42 0.23  0.299
H32 -1.12 -0.09 -0.81  -0.037
C9 -1.82 1.31 -3.91  0.521
O9 -1.11 2.06 -4.56  -0.636
N17 -1.88 1.35 -2.55  -0.039
N18 -2.75 0.48 -4.48  -0.457
H33 -1.30 2.00 -2.06  0.122
H34 -2.42 0.59 -2.17  -0.022
H35 -3.05 -0.38 -4.04  0.190
H36 -2.69 0.37 -5.48  0.254

(4)
Entry from OMol25: a 10-piece molecular cluster, C9H36NO12 overall (ωB97M-V/def2-TZVPD).

The total energy is -1321.90619 Eh. The relative energy (zero: lowest compared OMol25 entry of this formula, charge and spin) comes out at 107.8 kJ/mol. For the HOMO-LUMO gap, the calculation gives 8.7983 eV. As for the largest force on an atom: 0.0645 Eh/bohr. As for the net charge: -1. The HOMO energy is -5.962 eV. Its lowest unoccupied orbital energy is 2.8361 eV.

Last column: Mulliken charge in e.
Cartesian coordinates (Å):
N1 0.45 -0.24 -0.35  0.724
O1 1.08 -0.52 -1.37  -0.695
O2 -0.54 -0.89 -0.09  -0.341
O3 0.68 0.78 0.31  -0.414
C1 -4.12 -0.85 0.26  -0.343
O4 -3.16 -1.49 1.01  -0.502
H1 -4.28 -1.34 -0.70  0.197
H2 -5.05 -0.80 0.83  0.263
H3 -3.80 0.18 0.13  0.023
H4 -2.35 -1.48 0.49  0.315
C2 -1.48 1.06 -2.52  -0.646
O5 -1.19 -0.09 -3.28  -0.428
H5 -0.58 1.64 -2.31  0.102
H6 -2.17 1.70 -3.07  0.479
H7 -2.02 0.78 -1.62  0.210
H8 -2.09 -0.38 -3.46  0.278
C3 -0.02 -3.69 1.75  -0.228
O6 0.10 -5.01 2.17  -0.564
H9 -0.78 -3.15 2.31  0.257
H10 0.96 -3.22 1.88  0.210
H11 -0.28 -3.53 0.70  0.005
H12 -0.73 -5.41 1.94  0.306
C4 -1.84 -3.82 -2.10  -0.521
O7 -0.93 -2.70 -2.25  -0.367
H13 -2.83 -3.47 -1.80  0.163
H14 -1.81 -4.44 -3.00  0.291
H15 -1.55 -4.51 -1.31  0.199
H16 -1.04 -2.14 -1.47  0.300
C5 -2.48 1.95 1.95  -0.619
O8 -3.54 2.60 1.27  -0.520
H17 -2.86 1.78 2.96  0.426
H18 -2.15 1.05 1.43  0.105
H19 -1.64 2.61 2.19  0.303
H20 -3.70 3.35 1.84  0.280
C6 4.62 -1.26 -2.20  -0.501
O9 4.14 -0.91 -3.47  -0.477
H21 5.65 -0.98 -1.98  0.348
H22 4.05 -0.87 -1.35  0.096
H23 4.56 -2.35 -2.15  0.257
H24 4.75 -0.23 -3.75  0.284
C7 1.71 0.81 3.83  -0.537
O10 0.70 0.16 3.14  -0.487
H25 2.57 0.15 3.87  0.203
H26 1.98 1.67 3.22  0.204
H27 1.36 0.95 4.86  0.235
H28 0.81 0.36 2.20  0.304
C8 -0.65 4.09 -0.48  -0.362
O11 0.67 3.53 -0.74  -0.582
H29 -0.71 4.06 0.61  0.125
H30 -0.75 5.12 -0.82  0.276
H31 -1.38 3.41 -0.93  0.161
H32 0.74 2.64 -0.39  0.247
C9 3.76 2.00 0.05  -0.201
O12 4.10 2.34 1.34  -0.534
H33 3.24 2.79 -0.49  0.207
H34 4.65 1.77 -0.54  0.267
H35 3.09 1.14 0.08  -0.096
H36 4.04 3.30 1.36  0.312